(1)
# C5H11OS

A 2-piece molecular cluster, C5H11OS overall (wB97M-V/def2-TZVPD, the Open Molecules 2025 dataset).

XYZ file:
```
18
C5H11OS wB97M-V/def2-TZVPD
S 0.425 -0.360 -1.346
O -2.092 -0.985 1.099
C -2.863 -0.795 -1.160
C 1.279 0.886 0.961
C 2.397 1.686 0.281
C 1.107 -0.512 0.338
C -2.054 -1.394 -0.040
H 2.096 -0.995 0.324
H 1.470 0.765 2.038
H -3.456 -1.556 -1.684
H 3.291 1.063 0.158
H -1.444 -2.276 -0.295
H 0.354 1.446 0.817
H -3.472 -0.014 -0.697
H 0.447 -1.083 0.990
H 2.068 1.935 -0.728
H -2.243 -0.366 -1.936
H 2.689 2.555 0.879
```

- Relative energy (zero: lowest compared OMol25 entry of this formula, charge and spin): 0.341 eV
- Charge: -1
- 2S+1: 1
- HOMO level: -0.095 Eh

natural (NBO) population analysis, charges in e, atoms 1 to 8: -0.699, -0.599, -0.728, -0.404, -0.618, -0.515, 0.454, 0.167

---

(2)
# C17H28F8O7S3

A 4-piece molecular cluster, C17H28F8O7S3 overall (wB97M-V/def2-TZVPD, the Open Molecules 2025 dataset).

XYZ file:
```
63
C17H28F8O7S3 wB97M-V/def2-TZVPD
S 2.939 1.147 0.536
S 6.153 -2.919 2.190
S -2.591 -4.641 -3.509
F -6.673 3.744 0.943
F -4.665 4.599 2.520
F -4.898 1.840 -1.369
F -6.719 5.843 1.068
F -2.020 3.052 -2.781
F -3.041 1.051 -0.685
F -3.626 5.558 0.912
F -3.008 1.250 -3.422
O 7.342 -3.757 2.008
O -2.350 -5.708 -2.500
O 3.422 1.447 1.879
O -3.617 3.344 -0.631
O 3.703 1.315 -0.667
O -2.949 -4.863 -4.881
O 4.866 -3.380 1.681
C 5.891 -2.475 3.956
C 0.629 -0.303 0.094
C 5.285 -1.032 3.940
C 6.191 -0.338 2.958
C 6.299 -1.191 1.656
C -1.557 -2.127 -3.043
C 1.406 2.187 0.402
C 2.098 -0.446 0.662
C -2.772 -2.309 -2.158
C -3.714 -3.377 -2.704
C -1.090 -3.483 -3.601
C -5.940 4.831 0.693
C 0.214 1.194 0.638
C -3.800 3.293 0.767
C -3.161 2.360 -2.808
C -3.631 2.077 -1.340
C -4.497 4.573 1.214
H 7.128 -0.325 3.516
H 5.892 0.677 2.698
H -3.758 3.075 -3.374
H -4.579 -3.325 -3.365
H 5.235 -3.197 4.443
H 6.849 -2.395 4.470
H 1.863 -0.502 1.725
H 5.240 -0.475 4.876
H -0.007 0.988 1.685
H 0.046 -1.138 0.482
H 4.223 -1.025 3.692
H -5.889 4.797 -0.395
H -0.696 -1.671 -2.556
H -0.685 1.542 0.129
H -2.419 -2.725 -1.214
H 7.085 -1.018 0.921
H 1.580 3.085 0.995
H 0.744 -0.311 -0.990
H -4.399 2.454 1.122
H -0.858 -3.380 -4.661
H -2.786 3.235 1.165
H 2.692 -1.349 0.521
H -0.157 -3.837 -3.163
H -1.725 -1.474 -3.899
H 5.403 -1.068 1.048
H 1.184 2.369 -0.650
H -4.091 -4.014 -1.904
H -3.232 -1.346 -1.935
```

- Relative energy (zero: lowest compared OMol25 entry of this formula, charge and spin): 1.853 eV
- Charge: 0
- 2S+1: 1
- HOMO level: -0.379 Eh

natural (NBO) population analysis, charges in e, atoms 1 to 8: 2.138, 2.118, 2.082, -0.337, -0.314, -0.312, -0.302, -0.328

---

(3)
# C3H4CuMgO4

C3H4CuMgO4 as an isolated structure (wB97M-V/def2-TZVPD, the Open Molecules 2025 dataset).

XYZ file:
```
13
C3H4CuMgO4 wB97M-V/def2-TZVPD
Cu 0.672 2.547 -0.727
Mg 2.991 1.439 0.505
O 2.100 -0.679 0.682
O 1.711 0.470 -1.143
O 0.295 -1.139 -0.717
O -0.116 0.923 0.481
C -1.352 0.246 0.304
C -0.957 -1.188 -0.069
C 1.109 -0.161 -0.148
H -1.936 0.704 -0.495
H -0.879 -1.802 0.830
H -1.711 -1.611 -0.734
H -1.926 0.248 1.231
```

- Relative energy (zero: lowest compared OMol25 entry of this formula, charge and spin): 2.086 eV
- Charge: +1
- 2S+1: 1
- HOMO level (alpha / beta): -0.482 / -0.482 Eh

natural (NBO) population analysis, charges in e, atoms 1 to 8: 0.872, 1.671, -0.846, -0.910, -0.500, -0.764, -0.094, -0.089

---

(4)
# C26H40CrNS4

C26H40CrNS4 as an isolated structure (wB97M-V/def2-TZVPD, the Open Molecules 2025 dataset).

XYZ file:
```
72
C26H40CrNS4 wB97M-V/def2-TZVPD
Cr -0.647 0.684 -0.538
S 0.959 2.437 -0.284
S 0.305 -0.157 1.602
S -3.076 -0.739 1.273
S -2.240 2.392 0.370
N 0.118 0.096 -2.125
C 3.956 0.577 -3.594
C 2.898 0.858 -4.461
C -3.270 -1.590 -2.372
C -1.960 -1.052 -1.785
C -3.157 0.163 -4.155
C -1.077 -0.418 -2.880
C 1.847 2.082 1.246
C -2.907 -2.668 -3.398
C -1.221 3.793 0.903
C 1.599 0.694 -4.000
C -3.880 0.742 1.903
C -3.035 2.006 1.956
C -0.727 -1.516 -3.887
C 2.463 -0.002 -1.838
C -0.811 -0.550 2.987
C 3.164 1.305 -5.874
C -2.788 -0.914 -5.184
C 4.926 -0.159 -1.376
C -1.868 0.723 -3.542
C -2.064 -1.338 2.632
C 1.373 0.266 -2.685
C 1.040 1.349 2.294
C -2.031 -2.056 -4.497
C 3.761 0.139 -2.280
C -4.029 -0.447 -3.051
C 0.003 3.939 0.022
H -1.407 -1.853 -1.288
H 0.678 4.696 0.421
H -2.115 1.486 -2.785
H -4.738 0.889 1.245
H 4.971 0.695 -3.956
H -2.249 1.936 2.705
H 0.234 1.969 2.684
H -0.076 -1.132 -4.671
H 4.176 1.689 -5.984
H -0.953 3.640 1.947
H -2.279 -0.301 -1.027
H -1.774 -2.821 -5.229
H -4.279 0.540 2.898
H -3.869 -2.022 -1.568
H -4.304 0.323 -2.319
H -2.178 -0.479 -5.980
H -4.961 -0.828 -3.474
H -3.823 -3.077 -3.831
H 2.701 1.484 0.922
H -2.386 -3.496 -2.911
H -3.664 2.863 2.202
H -1.826 4.697 0.842
H -2.690 -1.401 3.524
H -3.692 0.978 -4.644
H 2.468 2.086 -6.181
H -1.811 -2.362 2.358
H 5.283 0.755 -0.896
H -1.067 0.389 3.472
H 0.773 0.935 -4.656
H 5.765 -0.578 -1.929
H 4.649 -0.868 -0.596
H -0.207 -1.129 3.686
H 3.051 0.470 -6.568
H -1.262 1.220 -4.301
H -3.695 -1.301 -5.654
H 2.265 -0.401 -0.847
H 2.244 3.019 1.639
H -0.182 -2.313 -3.372
H -0.278 4.265 -0.982
H 1.685 1.066 3.126
```

- Charge: +2
- 2S+1: 2
- HOMO level (alpha / beta): -0.503 / -0.501 Eh
- ⟨S²⟩: 0.861

Mulliken population analysis, charges in e, atoms 1 to 8: 0.685, 0.224, 0.105, 0.281, 0.152, 0.187, -0.592, 0.248

---

(5)
# C7H11ClNO3

A 2-piece molecular cluster, C7H11ClNO3 overall (wB97M-V/def2-TZVPD, the Open Molecules 2025 dataset).

XYZ file:
```
23
C7H11ClNO3 wB97M-V/def2-TZVPD
Cl 1.296 1.838 0.924
O 1.220 -1.681 1.482
O -3.048 -1.151 1.381
O -3.828 0.718 0.616
N -2.989 0.068 1.236
C 0.595 -0.383 -0.383
C -0.030 -1.274 -1.416
C -1.883 0.753 1.774
C 3.040 -1.035 0.084
C -0.496 1.804 -1.112
C 1.601 -1.066 0.503
C 0.213 0.904 -0.148
H -1.270 0.183 2.469
H 3.666 -1.518 0.841
H 0.220 2.377 -1.716
H 3.367 0.000 -0.087
H -0.631 -0.718 -2.144
H -1.120 2.521 -0.561
H 0.736 -1.822 -1.980
H -0.669 -2.020 -0.919
H 3.143 -1.561 -0.877
H -1.143 1.228 -1.783
H -1.988 1.834 1.815
```

- Relative energy (zero: lowest compared OMol25 entry of this formula, charge and spin): 0.000 eV
- Charge: 0
- 2S+1: 2
- HOMO level (alpha / beta): -0.346 / -0.353 Eh
- ⟨S²⟩: 0.759

natural (NBO) population analysis, charges in e, atoms 1 to 8: -0.051, -0.518, -0.381, -0.395, 0.421, -0.097, -0.642, -0.081

---

(6)
# C5H13NO

A 2-piece molecular cluster, C5H13NO overall (wB97M-V/def2-TZVPD, the Open Molecules 2025 dataset).

XYZ file:
```
20
C5H13NO wB97M-V/def2-TZVPD
O 3.671 1.298 1.371
N -1.661 -0.169 -0.760
C -0.070 -0.626 1.064
C -1.519 -0.181 0.691
C -0.700 -1.185 -1.202
C -1.410 1.167 -1.334
C 0.508 -1.038 -0.313
H 3.484 1.250 2.323
H -0.575 -1.028 -2.278
H 4.609 1.564 1.333
H -1.837 2.012 -0.795
H 1.113 -0.255 -0.777
H -1.744 1.034 -2.363
H -2.208 -0.928 1.123
H 0.500 0.273 1.339
H 0.132 -1.346 1.839
H 1.127 -1.930 -0.168
H -1.227 -2.128 -0.973
H -1.834 0.706 1.228
H -0.357 1.510 -1.349
```

- Relative energy (zero: lowest compared OMol25 entry of this formula, charge and spin): 1.567 eV
- Charge: 0
- 2S+1: 1
- HOMO level: -0.307 Eh

natural (NBO) population analysis, charges in e, atoms 1 to 8: -0.937, -0.429, -0.436, -0.238, -0.226, -0.428, -0.428, 0.469